Computed, not measured: a structure of composition C30H91N15O6P5Y in a non-equilibrium geometry, with wB97M-V/def2-TZVPD.

Last column: Löwdin charge in e.
Geometry (Å):
1 Y 24.653890 20.419740 -23.077140  1.740
2 O 24.403210 23.360460 -24.352400  -0.497
3 H 23.642430 23.969330 -24.423230  -0.085
4 O 22.071250 19.122480 -25.817670  -0.377
5 P 21.063960 19.085310 -26.931620  0.619
6 N 21.555170 19.994930 -28.354180  -0.288
7 C 20.745130 20.080370 -29.562390  -0.111
8 C 22.708130 20.881960 -28.353930  -0.133
9 N 19.650820 19.835500 -26.345520  -0.314
10 C 19.830080 21.271030 -26.211660  -0.120
11 C 18.894730 19.135310 -25.345400  -0.125
12 N 20.601390 17.565630 -27.591540  -0.300
13 C 21.759790 16.632430 -27.716710  -0.099
14 C 19.393290 17.283090 -28.386980  -0.093
15 H 19.722850 20.259490 -29.229300  0.068
16 H 20.790620 19.089320 -30.013900  0.073
17 H 20.992000 20.743320 -30.391650  0.091
18 H 22.784370 21.447800 -29.282430  0.075
19 H 23.659330 20.359630 -28.456380  0.070
20 H 22.734530 21.618530 -27.550900  0.067
21 H 19.491720 21.734770 -27.138250  0.084
22 H 19.210800 21.685780 -25.416320  0.085
23 H 20.817630 21.550240 -25.844390  0.064
24 H 17.982800 19.604120 -24.975670  0.092
25 H 18.527330 18.175370 -25.708200  0.070
26 H 19.540980 18.869540 -24.508850  0.073
27 H 22.156420 16.256280 -26.773690  0.071
28 H 21.397500 15.818270 -28.344380  0.080
29 H 22.622690 17.090160 -28.200420  0.071
30 H 18.644230 16.746910 -27.804290  0.079
31 H 19.716750 16.613900 -29.184260  0.083
32 H 19.011270 18.242220 -28.736600  0.063
33 O 19.289570 30.304880 -27.314390  -0.301
34 P 20.611030 30.250500 -28.042740  0.674
35 N 20.563620 30.738010 -29.704010  -0.284
36 C 19.593790 31.722500 -30.181650  -0.103
37 C 21.649780 30.469570 -30.644740  -0.123
38 N 21.373860 28.677630 -28.034770  -0.335
39 C 20.923700 27.667680 -29.011290  -0.102
40 C 21.637130 28.127100 -26.745490  -0.147
41 N 21.845530 31.254210 -27.293630  -0.303
42 C 23.261620 31.125660 -27.705550  -0.112
43 C 21.595700 32.634150 -27.018140  -0.125
44 H 19.369970 31.753230 -31.247980  0.088
45 H 19.846810 32.751430 -29.925910  0.079
46 H 18.636890 31.508340 -29.705650  0.079
47 H 21.305810 30.230240 -31.650980  0.091
48 H 22.304650 29.722950 -30.195520  0.066
49 H 22.263510 31.358340 -30.791480  0.080
50 H 20.739980 28.177140 -29.957230  0.062
51 H 21.695560 26.906300 -29.123700  0.083
52 H 20.013240 27.153610 -28.703270  0.084
53 H 22.492810 27.455230 -26.812600  0.084
54 H 21.946340 28.904720 -26.047070  0.075
55 H 20.702430 27.691520 -26.392330  0.087
56 H 23.373450 31.628540 -28.666130  0.072
57 H 24.007220 31.410000 -26.963040  0.090
58 H 23.449680 30.083200 -27.962470  0.063
59 H 20.547170 32.733020 -26.737200  0.085
60 H 21.796690 33.134670 -27.965330  0.087
61 H 22.171320 32.895480 -26.130190  0.093
62 O 27.119210 21.683560 -20.076470  -0.398
63 P 28.122900 22.197100 -19.055460  0.628
64 N 29.019710 23.645120 -19.440080  -0.296
65 C 30.450820 23.963220 -19.022160  -0.075
66 C 28.541540 24.509120 -20.520260  -0.123
67 N 29.304480 20.996760 -18.679210  -0.314
68 C 29.136940 20.001540 -17.631640  -0.112
69 C 30.211100 20.606540 -19.775730  -0.114
70 N 27.496290 22.632940 -17.527370  -0.321
71 C 26.082730 22.391080 -17.226650  -0.124
72 C 28.327260 23.279570 -16.441340  -0.065
73 H 30.644670 23.851100 -17.955410  0.066
74 H 30.645970 25.023810 -19.180840  0.079
75 H 31.106670 23.419870 -19.702410  0.067
76 H 28.210730 23.862760 -21.333200  0.067
77 H 29.413450 25.055510 -20.879900  0.071
78 H 27.905640 25.325690 -20.178290  0.083
79 H 28.294210 20.282190 -16.999860  0.074
80 H 28.863070 19.046810 -18.080640  0.078
81 H 30.023590 19.834040 -17.020180  0.089
82 H 30.564920 21.445080 -20.375530  0.063
83 H 31.140570 20.161450 -19.420670  0.086
84 H 29.714590 19.819170 -20.342850  0.074
85 H 25.625710 21.588860 -17.806030  0.063
86 H 26.024870 22.148950 -16.165460  0.078
87 H 25.491700 23.275780 -17.463460  0.075
88 H 28.424420 24.352290 -16.608500  0.082
89 H 29.261420 22.719450 -16.482520  0.064
90 H 27.876870 23.114620 -15.462550  0.082
91 O 31.101390 25.460960 -29.265030  -0.254
92 P 30.240220 24.294020 -29.108080  0.543
93 N 30.702640 23.320010 -27.837940  -0.275
94 C 29.722250 22.313110 -27.329100  -0.078
95 C 32.066030 23.109070 -27.470280  -0.101
96 N 30.199280 23.241090 -30.489670  -0.239
97 C 31.485270 23.202340 -31.309840  -0.060
98 C 29.254990 22.128980 -30.666930  -0.116
99 N 28.614040 24.690640 -28.773370  -0.312
100 C 27.613580 24.986960 -29.764070  -0.122
101 C 28.312970 25.396530 -27.494890  -0.097
102 H 29.630570 21.485180 -28.032110  0.064
103 H 28.729700 22.722200 -27.140450  0.068
104 H 30.034150 21.913250 -26.364250  0.080
105 H 32.191790 22.686980 -26.473230  0.086
106 H 32.670960 24.008980 -27.581230  0.093
107 H 32.455790 22.340160 -28.137340  0.085
108 H 32.307610 22.769730 -30.740010  0.066
109 H 31.460870 22.354310 -31.994200  0.082
110 H 31.855950 24.175890 -31.630610  0.086
111 H 29.643080 21.229110 -30.189730  0.074
112 H 28.258500 22.423090 -30.337380  0.064
113 H 29.134430 21.760650 -31.685700  0.088
114 H 27.704980 25.962600 -30.241430  0.091
115 H 27.649490 24.218110 -30.535870  0.058
116 H 26.631770 24.984060 -29.290630  0.083
117 H 27.342160 25.108290 -27.091730  0.083
118 H 28.418170 26.461790 -27.700450  0.087
119 H 29.124010 25.271960 -26.777390  0.075
120 O 25.312760 29.251460 -18.131970  -0.275
121 P 23.901190 29.566760 -18.433400  0.599
122 N 22.990040 30.258180 -17.114420  -0.264
123 C 21.551960 30.501380 -17.059950  -0.084
124 C 23.760870 30.733140 -15.890150  -0.070
125 N 22.995930 28.182250 -18.893400  -0.312
126 C 22.005160 27.549750 -18.071790  -0.124
127 C 23.150700 27.527240 -20.138720  -0.146
128 N 23.654830 30.734020 -19.644180  -0.276
129 C 24.389100 31.987770 -19.788940  -0.086
130 C 22.471060 30.712660 -20.559330  -0.105
131 H 21.205890 30.958200 -17.987120  0.081
132 H 21.508060 31.204690 -16.228370  0.085
133 H 21.064330 29.543030 -16.881390  0.061
134 H 24.505430 30.048360 -15.484170  0.078
135 H 23.081050 30.946670 -15.065320  0.075
136 H 24.257520 31.679510 -16.104240  0.080
137 H 21.039760 28.053360 -18.121640  0.069
138 H 21.835910 26.507080 -18.340670  0.089
139 H 22.315930 27.623040 -17.029600  0.088
140 H 22.322220 27.682010 -20.829930  0.081
141 H 24.062710 27.972080 -20.536780  0.085
142 H 23.316840 26.451280 -20.085750  0.084
143 H 24.149760 32.421310 -20.759950  0.086
144 H 24.075300 32.661380 -18.991520  0.086
145 H 25.460210 31.825730 -19.668230  0.087
146 H 22.793430 30.595420 -21.593950  0.085
147 H 21.926540 31.654690 -20.494690  0.084
148 H 21.726260 29.933420 -20.397560  0.068

Atomic forces in eV per Å
-0.5043 2.8287 -1.1967
0.3119 -1.9805 0.8011
0.1134 -0.7669 0.3241
0.5993 -0.4499 -0.8266
-1.2972 0.5446 -1.9847
0.8231 0.5233 1.6832
-1.1409 -1.9443 0.4962
0.7392 0.1302 -0.3177
0.4593 -0.4682 -1.5413
-0.6735 0.3103 0.4833
-0.0388 -1.3124 0.6352
1.6726 1.1755 1.8043
-0.6260 0.2844 -0.2503
0.7268 0.2874 0.6505
-0.2951 0.1559 -0.5194
-0.4174 -0.1254 -0.3174
0.5828 0.5175 0.8075
-0.7797 0.2051 -0.0448
0.1776 -0.3960 0.8018
0.0521 -0.1743 0.2320
0.5985 0.4211 0.0525
-0.4779 -0.3477 -0.0372
0.4071 0.0901 -0.6452
0.3110 0.6769 -0.2464
0.1576 -0.0630 -0.3654
-0.0971 0.1356 0.5195
-0.5080 -0.0901 0.1717
0.3450 -0.1511 0.1961
-0.0656 0.2293 -0.3511
-0.1106 0.1223 0.0811
-0.3022 0.3488 -0.3407
-0.3248 -0.4405 -0.2624
2.1512 0.4515 -1.4181
0.1052 -0.2307 0.3907
-0.1873 -0.6857 0.1191
-0.9926 0.1275 1.0313
0.4894 0.4926 0.8843
-0.6018 2.1369 -1.7654
0.0277 0.7810 0.2141
0.0403 0.4158 0.6311
0.4660 -2.3329 -0.1537
-1.0426 -1.5519 -0.9504
-1.5000 -0.4998 0.1712
0.6046 -0.7020 -0.1654
0.2977 0.1216 0.1678
-0.0231 0.1086 0.1286
-0.3015 -0.5004 0.1884
-0.0403 -0.1902 -0.4619
0.1501 0.3092 0.0778
-0.0080 -0.3456 -0.0187
0.1622 0.0970 -0.1062
-0.2204 0.0626 0.1420
-0.2643 -0.4839 0.0596
-0.1641 0.1183 0.0140
0.2650 -0.5628 0.5233
0.4988 0.6038 0.1035
-0.4029 0.4326 0.0942
0.0672 -0.1325 0.2251
-0.0863 0.2980 -0.1414
0.2098 1.0717 0.4305
0.3159 0.5908 -0.4156
0.6242 1.1141 0.8170
1.6473 0.5117 1.7453
0.3107 -1.1588 0.3838
-1.3970 -0.2551 -0.4767
1.1103 -0.1899 0.0708
0.2366 1.9210 -0.5883
-0.7558 -0.0279 -0.3753
-0.2135 -0.3543 0.6209
-0.3852 -0.8910 -0.7956
0.2851 0.3704 0.0145
-0.5806 -1.0705 -1.5905
-0.0320 -0.7226 -0.2179
-0.3758 0.0377 -0.2249
0.4300 -0.1092 0.5285
-0.6723 0.5798 -0.0767
0.0850 -0.1655 -0.3501
-0.7445 -0.4382 -0.1128
0.1756 0.0957 0.1324
0.0233 -0.2880 -0.0416
0.1409 0.2929 -0.0924
-0.6152 0.0362 -0.1637
-0.0730 -0.0312 0.5423
0.0939 0.1083 -0.6123
0.4159 -0.2015 -0.0273
-0.3749 0.0119 -0.0321
-0.1840 0.1828 0.3356
0.2567 -0.0730 -0.0284
0.3326 0.5772 0.3105
-0.1814 -0.1255 -0.1856
0.8389 -0.0622 -0.3232
-1.8988 -0.3131 -0.8114
-2.3831 -0.2686 1.3811
0.5633 0.3584 -0.1379
0.8634 -0.4354 -0.5525
0.7463 1.0460 -0.5986
-0.4120 -1.0977 1.5972
0.5670 0.1607 0.1067
0.7812 -0.8433 1.1264
0.0060 -0.3028 -0.6724
1.5831 0.2391 -0.8953
-0.0613 -0.1668 0.0438
0.1107 0.2974 -0.3934
0.4478 0.0489 -0.0884
-0.3450 0.3119 0.1799
-0.1831 -0.0045 -0.0058
0.5732 -0.1387 -0.1325
0.2171 0.3748 0.9668
-0.7975 0.7593 -0.9419
-0.6163 -0.1794 -0.4046
-0.2883 -0.1509 0.6283
0.2228 -0.3371 0.3891
0.2832 0.7666 -0.4593
0.2970 0.1826 -0.0272
-0.2536 0.2807 -0.1393
-0.0649 -0.2486 0.0216
0.0847 0.0571 -0.0664
-0.7396 0.2790 0.0573
-0.1534 -0.6176 0.1585
-0.6937 0.7923 -0.0328
-1.6356 0.0188 0.5311
2.5923 -0.9347 0.5731
1.3210 0.0259 -0.1110
-0.4068 -0.0505 -0.7488
-0.0843 0.9710 0.7843
-0.4320 0.6319 1.2568
1.3476 0.7064 -1.2313
-1.1953 -1.3716 -1.1869
0.1939 -0.4867 0.8705
0.3202 -0.0665 0.3599
-0.2251 0.0120 0.0417
-1.0520 -0.1288 -0.2136
-0.5477 0.4468 0.2565
-0.0590 -0.2727 -0.5591
-0.2758 -0.1854 -0.2137
0.1525 0.0284 -0.1369
-0.2839 -0.1132 -0.2354
0.3521 0.0464 -0.0407
-0.0905 -0.3153 0.1575
-0.1828 0.1490 -0.1292
-0.0123 -0.2800 -0.7975
0.0467 -0.0867 0.4587
0.2119 -0.0180 0.1103
-0.0290 0.4018 -0.0759
-0.0115 -0.0117 -0.1898
0.2148 0.0798 -0.1070
0.0764 0.1740 0.1033
0.3820 -0.1736 0.4972

Its total charge is +2. The calculation puts the calculated total energy at -114689.418 eV. The relative energy (zero: lowest compared OMol25 entry of this formula, charge and spin) comes out at 319.7 kcal/mol. For the orbital gap, the calculation gives 1.185 eV. As for the spin multiplicity: 1.